(1)
Below is a 4-piece molecular cluster, C26H62ClN2O3P2 overall in a non-equilibrium geometry, with properties calculated with ωB97M-V/def2-TZVPD.

Structure (XYZ):
```
96
Properties=species:S:1:pos:R:3:forces:R:3
H -2.985158 -0.538778 4.478739 0.764 -1.301 -1.251
H 5.865095 4.812576 -5.899431 -0.095 -0.007 -0.039
H -5.733581 -6.685377 1.572992 0.048 -0.009 0.024
H 1.695879 2.076221 -7.121654 0.085 0.029 -0.029
C 1.097433 0.878821 7.001532 0.602 -0.857 -0.175
H 4.639724 4.550842 -7.123170 -0.017 -0.014 0.062
C 6.106905 2.981863 -6.978702 0.029 0.080 -0.161
H -2.472018 -2.240034 3.792656 -0.013 1.648 -0.348
H -0.039357 2.662521 -2.286666 -0.019 0.016 -0.103
H -3.375985 -5.359134 0.894409 0.056 0.060 0.033
H -2.407544 2.135779 -5.261091 -0.055 -0.028 -0.026
H -5.458649 -4.447500 1.980099 0.034 -0.012 0.046
H 3.773306 4.336959 -4.786778 -0.001 -0.041 -0.007
C 1.491444 -0.198170 2.562433 -0.775 -2.504 -1.035
H -3.454556 -6.986472 2.558604 -0.013 0.016 0.044
O -1.083324 3.074654 3.436238 4.742 -0.454 -3.192
H -3.751312 0.987117 -5.399027 0.049 0.048 0.007
H 2.461508 2.962896 5.975829 0.305 -0.617 -0.035
C -2.401213 -1.109140 3.657866 0.730 1.391 0.284
C 5.221341 4.046594 -6.345328 0.074 -0.029 0.124
H 2.992372 -0.067087 6.044807 -0.628 1.747 0.298
H 3.801920 1.555859 -6.057701 -0.009 0.042 0.032
H 5.246503 3.447195 4.077138 0.384 -0.555 -0.390
C 2.338215 2.918461 -6.842213 -0.046 -0.105 0.127
C -5.587488 -7.228459 2.511988 0.044 -0.089 0.103
O 4.674862 0.408675 2.104658 -1.156 1.490 1.206
C -4.478459 -4.297474 2.442588 0.078 0.012 0.150
C 4.298554 3.498083 -5.255894 -0.115 0.110 0.018
C 3.276616 2.457430 -5.725254 0.102 -0.082 -0.072
C 1.346459 3.343816 3.453579 -0.014 0.738 -1.616
H -2.405688 -4.194415 1.814992 0.005 -0.060 -0.019
H -2.530240 1.087808 -6.674055 -0.069 0.062 0.075
H 4.910731 3.047854 -4.465774 0.008 0.019 -0.040
H -2.135719 -0.915343 -5.311803 0.085 0.047 0.052
H -5.035902 -5.088437 4.360568 0.040 -0.024 -0.030
C -3.392046 -4.380755 1.380246 -0.114 0.075 -0.170
H -1.836588 1.134543 -1.564756 0.003 0.006 0.001
H 0.842165 3.836703 -5.568992 0.031 0.043 0.003
C 0.809713 0.699361 -2.312397 0.196 0.065 -0.170
H -7.705869 -7.474707 2.848426 0.030 0.043 0.112
H 0.738387 -0.245678 -2.855479 0.010 0.025 0.089
C -4.275240 -5.281087 3.596772 -0.132 -0.001 0.060
H -3.566825 -3.629799 0.604861 0.086 -0.067 0.002
P 4.225510 1.947639 2.690430 2.461 0.612 -2.236
N 5.525181 2.490096 3.789365 -2.519 -1.694 0.176
N 2.934563 2.121481 5.610965 -1.751 -0.717 -2.283
H 6.728539 2.492413 -6.224167 -0.042 -0.023 -0.044
H 0.432186 0.312708 6.252275 0.912 1.232 1.078
C -2.060717 0.019093 -3.384620 0.082 -0.095 0.047
H -0.516661 -0.558281 1.518327 0.648 -0.415 1.370
H 2.252661 -1.062425 2.468572 -0.952 1.616 0.273
C 0.013054 -0.894235 2.472134 0.040 0.207 0.845
H -0.969740 0.563308 3.994301 0.422 -1.636 -0.327
H 5.456870 1.916155 4.659471 0.491 0.614 -0.625
H 1.935358 4.002895 2.702045 -0.661 -1.187 1.222
H -2.302509 2.116218 -2.935114 0.021 -0.051 0.027
H 1.828445 1.077358 -2.439279 -0.026 -0.091 0.036
H 2.039969 4.979311 -6.205357 -0.059 -0.036 0.021
H -6.723811 -7.660967 4.307278 -0.013 0.066 -0.018
C -1.855889 0.060206 -4.900369 -0.115 -0.068 0.067
H 0.131838 -2.036934 2.444200 -0.062 1.761 -0.137
H -1.511326 -0.837223 -2.978723 -0.027 0.030 0.007
C 2.640106 0.935215 6.479812 -0.385 -0.506 2.713
C 1.451724 4.089210 -6.441255 -0.026 0.082 -0.175
H 5.516868 2.217393 -7.489690 0.059 0.006 0.036
H 6.770679 3.435986 -7.719347 -0.020 -0.111 0.054
H 1.082752 0.265653 7.969344 0.034 0.907 -1.354
P 2.410204 1.856233 3.930342 -1.031 -2.150 3.250
Cl -0.234086 2.487037 1.000948 0.892 0.569 1.647
H 4.094025 0.201031 1.332898 0.709 0.309 0.640
H -5.468832 -8.282911 2.240463 0.031 0.099 -0.033
H 0.005842 1.936078 -3.880211 -0.031 -0.008 0.042
O 1.602748 0.363657 3.910684 1.714 3.392 -0.731
H 2.909294 3.178426 -7.738618 0.007 -0.032 0.051
C -2.685361 1.132299 -5.593030 0.096 0.038 -0.140
H -4.159119 -7.359998 4.114566 -0.021 0.020 -0.049
H -2.813750 -0.725269 2.663352 0.411 -0.915 1.269
H 0.704013 1.924039 7.255900 0.533 -1.470 -0.531
H 2.674629 2.151904 -4.860347 -0.013 0.009 -0.039
H 3.265243 1.082894 7.444545 -0.795 -0.154 -1.710
C -0.037293 2.979999 2.739009 -4.341 0.435 3.388
C -0.195247 1.721194 -2.826308 -0.087 0.016 0.165
C -4.307612 -6.762669 3.207935 0.105 0.005 -0.109
C -1.650054 1.290071 -2.634387 -0.078 0.093 -0.129
H 0.653468 0.499983 -1.247547 -0.036 -0.077 0.004
H 0.776492 4.347811 -7.261056 0.008 0.037 0.114
H 1.113849 3.988787 4.371131 0.126 -1.188 -1.268
H 1.687038 0.543605 1.715146 -0.435 -0.697 1.269
C -0.868365 -0.559665 3.795590 -1.074 -0.737 -0.169
H -0.444617 -1.092057 4.732038 -0.353 1.054 -1.610
H -3.310464 -5.071925 4.075275 -0.029 0.005 -0.023
H -7.031789 -6.048345 3.636579 -0.008 -0.060 0.030
C -6.830946 -7.091376 3.380389 -0.126 0.006 -0.130
H -3.118667 -0.177372 -3.174944 0.069 0.014 -0.027
H -0.797058 0.201144 -5.139788 -0.011 -0.020 0.032
H -4.485600 -3.281663 2.852999 -0.090 -0.053 -0.020
```
Forces are in eV/Å.

Frontier orbital gap ... 8.18 eV
Total charge ... +1
Spin multiplicity ... 1
E_HOMO ... -12.358 eV

Mulliken atomic charge list, values in e, 8 entries: 0.360 0.361 0.231 0.357 -0.698 0.234 -1.176 0.068

(2)
Below is a 4-piece molecular cluster, C26H63N4O6S overall in a non-equilibrium geometry, with properties calculated with ωB97M-V/def2-TZVPD.

Structure (XYZ):
```
100
Properties=species:S:1:pos:R:3:forces:R:3
C -5.049216 -5.500689 -2.114617 0.289 -0.092 0.297
H 1.834350 -3.192208 0.765318 -2.623 -0.377 0.014
H 0.443543 -4.436775 0.505550 0.080 2.108 0.638
H -9.521011 -6.270685 -2.110648 0.055 -0.028 -0.009
C 4.015246 3.914728 2.889897 -0.052 -0.487 0.107
H -4.043074 -5.119776 -2.305320 0.035 0.016 0.091
C 0.949757 2.493209 4.642918 -0.025 0.241 -0.312
H 1.533714 1.670279 1.426943 0.130 0.102 0.113
H 7.664578 5.689556 -0.764530 -0.014 0.015 -0.037
H -0.044548 0.621165 4.363395 -0.022 0.112 -0.057
C 4.066643 6.394554 -3.019889 -0.222 0.084 0.337
O -0.197305 1.605005 2.606456 0.342 -0.339 0.063
N 1.893219 3.481508 4.106302 -0.005 -0.399 -0.157
H 8.899335 9.842678 -1.135289 -0.134 -0.041 -0.084
C 3.204035 2.929974 3.749766 -0.099 0.707 -0.260
O 3.451609 4.039822 1.578432 0.036 0.332 0.393
H 0.977932 -2.116562 2.664696 -1.983 -1.515 -0.947
C -2.856272 -6.910936 1.336049 0.358 -0.434 0.574
N -1.422557 -2.458176 -0.401526 -1.089 0.686 -1.457
C 0.106836 -2.808871 2.225852 0.058 0.653 1.290
H -5.137559 -6.439472 -2.653645 -0.129 0.023 -0.311
H 3.104067 2.006882 3.173130 0.204 -0.156 -0.071
H 3.409716 6.124305 1.678858 -0.101 -0.060 0.009
O -7.300918 -6.262780 -4.655324 -0.178 -0.510 0.043
H 3.084505 6.873811 -3.071560 0.155 -0.032 0.111
H 5.498892 9.127086 -0.762171 0.039 -0.149 -0.012
H 6.645794 7.086213 -0.377543 -0.057 -0.072 0.230
H -8.955889 -7.516669 -4.274409 0.282 0.173 0.127
H 4.753770 6.966903 -3.642122 0.065 -0.059 -0.230
H -5.804832 -7.148466 -5.732999 -0.154 0.060 0.110
C 7.994061 9.235406 -1.254135 0.300 0.174 -0.371
H -2.473265 -0.827572 0.568601 0.796 -2.476 0.516
C 2.792105 5.279526 1.355197 0.152 -0.126 -0.363
H -5.765666 -4.765598 -2.483353 -0.126 -0.098 -0.040
H -9.268848 -5.788481 -4.470150 0.030 -0.044 0.045
H -1.497959 -5.404556 0.301938 -0.956 0.184 2.317
H -1.925222 -1.946621 3.131796 1.606 -0.046 -2.239
H 0.023013 3.037227 4.858783 0.055 -0.172 0.005
C -6.626502 -7.442669 -5.073259 -0.005 0.366 -0.222
O 4.485430 6.391981 -1.661118 0.092 -0.400 -0.414
H -0.881570 -3.526812 4.212756 1.617 -0.674 -2.002
H -8.080475 -5.273439 -2.372739 -0.125 0.214 -0.078
H 0.619069 3.206495 1.596742 0.285 0.120 -0.130
H 1.458364 0.681039 3.478040 0.115 0.154 -0.154
H 2.612632 5.379960 0.280648 0.132 -0.073 0.147
C 0.586330 1.282501 3.757550 -0.316 0.137 0.446
H -3.984573 -6.787899 1.050562 2.376 0.037 0.397
C 0.082453 -2.306544 -0.394980 2.367 -1.921 -0.319
C -8.506154 -6.269131 -2.521054 0.259 -0.504 -0.486
H 7.708325 8.933218 -0.240547 -0.183 -0.085 -0.063
H 3.970495 5.375522 -3.409992 0.084 0.062 -0.016
H -0.007225 1.915125 0.596271 -0.078 -0.050 0.059
H -2.856109 -4.635351 1.470252 1.774 -1.364 -0.090
C -0.160092 -3.946154 3.360276 0.659 1.299 0.927
H -2.348766 -7.662169 0.559325 -1.100 1.693 1.905
H -2.817230 -7.359531 2.436198 -0.019 0.779 -2.460
C 6.882439 6.350926 -1.150816 -0.458 -0.079 -0.637
H -6.425681 -5.550603 0.857672 0.051 -0.062 -0.099
H 4.129519 4.890855 3.387423 -0.237 -0.209 -0.165
H 1.828059 5.308957 1.861806 -0.129 0.190 0.169
N 7.357554 6.999447 -2.376880 -0.082 0.047 0.280
H 5.748078 4.789555 -2.203532 -0.041 0.340 0.031
H 0.464395 -2.728189 -1.442058 -0.889 1.060 2.235
O 7.017474 10.115523 -1.815184 0.106 -0.431 0.382
C -1.217248 -1.832615 2.180354 0.420 1.222 -0.318
H -8.247104 -6.921093 0.142939 0.047 0.123 -0.049
H -1.746319 -3.444476 -0.615909 0.888 1.077 0.521
C 5.603742 5.533685 -1.404251 0.369 0.257 0.410
H 5.020165 10.533616 -1.719746 0.146 0.020 0.036
H -7.293591 -8.106642 -5.633601 0.062 0.006 0.114
H 0.876190 -4.147803 3.915040 -2.302 -0.034 -1.331
N -7.708267 -7.297058 -1.845562 0.099 0.363 0.095
C 0.546605 2.125936 1.514211 -0.444 -0.049 -0.035
C -7.337081 -6.961102 -0.465647 0.243 -0.061 -0.313
H -7.025647 -4.772875 -0.585021 0.049 -0.069 -0.203
H -6.747176 -7.805451 -0.090818 -0.052 0.133 0.062
H 1.330181 2.130344 5.604025 0.034 -0.081 -0.107
H 1.473264 3.904695 3.284412 0.162 -0.017 0.197
C 8.369223 8.039644 -2.154788 -0.297 0.156 -0.124
H -6.201544 -7.974895 -4.222936 0.016 -0.276 0.060
H -3.140631 -2.510149 1.086960 2.451 0.865 -1.102
S -0.840454 -5.576965 2.806541 -0.035 0.092 -0.575
H -6.854790 -7.457769 -2.371588 -0.250 -0.004 0.054
H 5.364936 4.982991 -0.489275 0.002 0.000 -0.010
H 9.276831 7.568551 -1.761797 -0.076 0.025 0.090
C -6.517325 -5.675315 -0.227902 -0.122 -0.329 0.401
H 5.416087 9.047901 -2.554442 -0.215 -0.290 -0.002
C 5.676984 9.660786 -1.696553 0.173 0.535 -0.165
C -2.028403 -5.457280 1.370133 -1.603 -0.625 -1.425
C -2.126869 -1.940038 0.829293 -2.091 2.099 2.290
H 6.570236 7.422810 -2.858387 0.164 -0.125 0.140
O -5.175839 -5.729444 -0.718405 -0.296 0.328 -0.083
H 3.761889 2.702350 4.663744 -0.045 0.027 -0.023
C 0.649253 -3.322987 0.778371 1.020 1.210 -0.325
H -0.828528 -0.704624 2.233605 -0.866 -2.433 -0.177
H 5.019391 3.501281 2.754882 -0.047 0.008 0.036
H 0.468436 -1.201181 -0.291915 -1.315 -2.150 0.021
C -8.570268 -6.512041 -4.038967 -0.079 0.358 0.369
H -1.781101 -1.876521 -1.217151 0.404 -0.989 1.188
H 8.625952 8.436179 -3.143858 0.032 0.021 0.165
```
Forces are in eV/Å.

Frontier orbital gap ... 6.73 eV
Total charge ... +1
Spin multiplicity ... 1
E_HOMO ... -9.824 eV

Mulliken atomic charge list, values in e, 8 entries: -0.572 0.343 0.249 0.404 -0.881 0.263 -1.131 0.296

What molecular weight values result from the calculations? In sequence: 548.19, 559.88 Da.